A 2-piece molecular cluster, C25H37NO5S overall in a non-equilibrium geometry, computed with ωB97M-V/def2-TZVPD.

CARTESIAN COORDINATES (ANGSTROEM)
C: 1.128 2.653 5.959
C: -0.475 2.674 5.669
C: -0.892 1.621 4.533
C: -2.466 1.311 4.484
C: -2.935 0.610 3.095
C: -2.248 -0.819 2.845
C: -1.022 -0.763 1.766
C: -0.339 -2.213 1.797
C: 1.128 -2.291 1.151
C: 2.033 -0.981 1.353
C: 1.931 0.007 0.060
C: 2.726 1.341 0.459
C: 3.138 2.295 -0.769
C: 2.380 2.004 -2.151
C: 3.232 2.791 -3.304
C: 2.331 3.320 -4.504
C: 2.821 3.149 -5.844
S: 4.401 2.357 -6.416
C: 1.749 3.812 -6.828
O: 1.881 3.939 -8.056
O: 0.703 4.237 -5.956
C: 0.933 4.081 -4.535
O: 0.203 4.467 -3.614
H: 1.334 3.285 6.891
H: 1.535 1.590 6.032
H: 1.597 3.177 5.041
H: -1.061 2.412 6.630
H: -0.762 3.755 5.419
H: -0.363 0.598 4.640
H: -0.632 2.113 3.517
H: -3.017 2.331 4.500
H: -2.862 0.738 5.395
H: -2.761 1.310 2.203
H: -4.065 0.408 3.240
H: -1.743 -1.138 3.837
H: -2.966 -1.616 2.441
H: -0.354 0.094 2.112
H: -1.478 -0.520 0.731
H: -1.018 -2.907 1.154
H: -0.380 -2.606 2.869
H: 1.132 -2.567 0.034
H: 1.671 -3.166 1.679
H: 1.754 -0.382 2.303
H: 3.125 -1.318 1.483
H: 2.423 -0.559 -0.818
H: 0.828 0.263 -0.152
H: 2.206 1.967 1.274
H: 3.718 0.990 0.943
H: 2.875 3.384 -0.481
H: 4.270 2.192 -0.981
H: 2.417 0.896 -2.479
H: 1.276 2.298 -2.156
H: 3.680 3.724 -2.793
H: 4.087 2.113 -3.629
H: 4.162 0.998 -6.257
O: -1.715 -2.410 -0.749
N: -2.455 -3.377 -0.624
O: -2.885 -3.787 0.445
C: -2.849 -4.095 -1.838
C: -2.352 -3.683 -3.073
C: -2.710 -4.383 -4.220
C: -3.561 -5.480 -4.130
C: -4.063 -5.880 -2.896
C: -3.708 -5.189 -1.742
H: -1.688 -2.830 -3.156
H: -2.322 -4.074 -5.186
H: -3.834 -6.027 -5.028
H: -4.728 -6.735 -2.832
H: -4.103 -5.512 -0.786

E ... -1803.6717 Eh
Highest occupied orbital energy ... -9.93 eV
SMILES string ... CCCCCCCCCCCCCCCC1=C(S)C(=O)OC1=O.O=[N+]([O-])c1ccccc1
2S+1 ... 1
E_LUMO ... -1.32 eV